#1
{"formula": "C5H7N3", "method": "wB97M-V/def2-TZVPD", "species": ["C", "C", "C", "C", "C", "H", "H", "H", "H", "H", "H", "H", "N", "N", "N"], "coordinates": [[0.0426, 1.7141, 0.6496], [-0.7236, 0.4931, 0.4309], [-0.1576, -0.5842, 1.3934], [0.4285, -0.8895, -2.0672], [-0.2944, -0.4035, -0.8082], [-0.7545, 2.4519, -0.2123], [0.2396, 2.1565, 1.7385], [1.2886, 1.5488, 0.1862], [-1.6628, 1.0331, 0.2567], [0.9347, -0.1818, 1.6511], [-0.9022, -1.0198, 2.2124], [0.3737, -0.5414, -3.2003], [-0.1110, -1.3146, 0.0434], [0.5717, -2.3361, -0.4662], [0.7269, -2.1265, -1.8081]], "charge": 0, "homo_ha": -0.3269, "lumo_energy_ha": 0.019}



#2
{"formula": "C5H7N3", "method": "wB97M-V/def2-TZVPD", "species": ["H", "N", "C", "N", "C", "N", "C", "C", "C", "H", "H", "H", "H", "H", "H"], "coordinates": [[0.8325, -1.2479, -2.6614], [0.3530, -0.3725, -2.3809], [0.4046, -0.4530, -1.0918], [0.7974, -1.5110, -0.2159], [0.5251, -1.0745, 0.9565], [0.2305, 0.1691, 1.0910], [-0.9861, 0.8658, 1.5845], [-1.1803, 1.3576, 0.0844], [0.2156, 0.7279, -0.1939], [0.4461, -1.7198, 1.8505], [-1.7631, 0.1679, 1.9827], [-0.9278, 1.7574, 2.3066], [-1.8347, 0.6140, -0.6017], [-1.2622, 2.4207, -0.0046], [0.9698, 1.4660, -0.3698]], "charge": 0, "homo_ha": -0.3256, "lumo_energy_ha": 0.029, "smiles": "[H]/N=C1\\N=CN2CC[C@H]12"}



#3
{"formula": "C5H7N3", "method": "wB97M-V/def2-TZVPD", "species": ["N", "C", "C", "C", "N", "N", "C", "C", "H", "H", "H", "H", "H", "H", "H"], "coordinates": [[2.3498, -0.1477, -0.4976], [1.2057, -0.0478, 0.3739], [0.0466, -0.7175, -0.1894], [-1.4036, -1.3838, 0.0007], [-2.4049, -0.6323, -0.0918], [-2.2201, 0.7254, -0.3863], [-1.1504, 1.3396, -0.1417], [-0.1031, 0.6499, 0.6139], [2.0754, 0.4368, -1.3773], [3.1657, 0.3711, -0.1818], [1.4004, -0.5762, 1.3977], [-0.0848, -0.4271, -1.1946], [-1.4857, -2.4532, 0.1049], [-1.1822, 2.4217, -0.1706], [-0.2087, 0.4410, 1.7400]], "charge": 0, "homo_ha": -0.3386, "lumo_energy_ha": 0.024, "smiles": "NC1[C@H]2C=NN=C[C@H]12"}



#4
{"formula": "C5H7N3", "method": "wB97M-V/def2-TZVPD", "species": ["N", "C", "C", "C", "C", "C", "N", "N", "H", "H", "H", "H", "H", "H", "H"], "coordinates": [[2.2450, -1.1750, -0.1904], [1.1296, -0.3788, -0.0406], [1.2113, 1.0303, 0.0222], [0.0173, 1.7031, -0.0661], [-1.2052, 1.0514, -0.0805], [-1.1803, -0.3331, -0.0393], [-2.2801, -1.1562, -0.1195], [-0.0208, -1.0595, -0.0694], [2.1331, -2.1056, 0.2670], [3.1104, -0.7154, 0.1852], [2.1481, 1.5661, 0.0212], [0.0224, 2.8060, -0.1863], [-2.0993, 1.6456, -0.0913], [-2.0518, -2.0975, 0.1924], [-3.1795, -0.7814, 0.1956]], "charge": 0, "homo_ha": -0.2902, "lumo_energy_ha": 0.041, "smiles": "Nc1cccc(N)n1"}



The calculated energies rank the structures as follows, beginning with the most stable: #4, #2, #3, #1.



#1
{"formula": "C5H7N3", "method": "wB97M-V/def2-TZVPD", "species": ["C", "N", "C", "N", "C", "C", "C", "N", "H", "H", "H", "H", "H", "H", "H"], "coordinates": [[2.2591, -0.0995, 0.5338], [2.0034, 0.9882, -0.1044], [0.6091, 0.9195, -0.3165], [-0.1800, 1.2012, -1.2867], [-1.4237, 0.5717, -1.1500], [-1.3055, -0.5935, -0.1152], [-0.0179, -0.1293, 0.6293], [1.1488, -0.8826, 0.8920], [3.2017, -0.3819, 0.7607], [-2.0722, 1.3370, -0.7389], [-1.8073, 0.3860, -2.2141], [-1.1399, -1.6057, -0.6400], [-2.1668, -0.6496, 0.5572], [-0.2507, 0.4854, 1.5177], [1.1418, -1.5468, 1.6751]], "charge": 0, "homo_ha": -0.3255, "lumo_energy_ha": 0.029, "smiles": "C1=NC2=NCC[C@H]2N1"}



#2
{"formula": "C5H7N3", "method": "wB97M-V/def2-TZVPD", "species": ["H", "N", "C", "N", "C", "N", "C", "C", "C", "H", "H", "H", "H", "H", "H"], "coordinates": [[-0.7908, 2.8246, 0.7065], [0.2126, 2.3230, 0.2845], [-0.1978, 1.1174, -0.0275], [-1.5372, 0.7920, -0.2647], [-1.8181, -0.6374, -0.2465], [-1.0382, -1.5877, 0.1096], [0.3930, -1.2207, 0.3108], [0.6957, -0.0740, -0.1223], [2.0819, -0.1643, -0.4006], [-2.2312, 1.6117, -0.4119], [-2.7890, -0.8823, -0.4646], [1.2035, -1.8512, -0.1157], [0.4274, -1.7097, 1.4639], [2.5386, -1.2537, -0.0706], [2.8497, 0.7123, -0.7508]], "charge": 0, "homo_ha": -0.3170, "lumo_energy_ha": 0.002, "smiles": "[H]/N=C1\\NC=NCC1=C"}



The calculated energies rank the structures as follows, beginning with the most stable: #1, #2.



#1
{"formula": "C5H7N3", "method": "wB97M-V/def2-TZVPD", "species": ["C", "N", "N", "C", "C", "N", "C", "C", "H", "H", "H", "H", "H", "H", "H"], "coordinates": [[2.1473, 0.4616, -0.2521], [1.8403, 1.6734, 0.2943], [0.7561, 1.5680, 1.0640], [0.1777, 0.2977, 0.8767], [-1.3725, 0.0877, 1.0429], [-1.5070, -0.7438, -0.2568], [-0.4847, -0.3725, -1.0679], [0.9732, -0.5019, -0.1317], [2.6743, 0.2130, -1.2337], [-1.7167, -0.4575, 1.9887], [-1.6877, 1.1007, 1.0371], [-1.9931, -1.6646, -0.0309], [-0.4029, -0.9281, -2.2220], [-0.4291, 0.7452, -1.3921], [1.0247, -1.4788, 0.2834]], "charge": 0, "homo_ha": -0.3278, "lumo_energy_ha": -0.007, "smiles": "C1=NN=C2CNC[C@@H]12"}



#2
{"formula": "C5H7N3", "method": "wB97M-V/def2-TZVPD", "species": ["C", "C", "C", "N", "C", "N", "C", "N", "H", "H", "H", "H", "H", "H", "H"], "coordinates": [[1.4341, 0.6348, 1.1527], [-0.7128, 0.3599, -0.4642], [-0.0983, -0.9355, -0.5375], [-1.6216, 1.0871, -1.0671], [0.7323, 0.3715, -0.1522], [-0.0748, -1.8967, -1.4225], [-0.8940, -1.0644, 0.9087], [-1.4318, -1.5326, 1.8261], [-1.7454, 2.0665, -0.8551], [-2.3226, 0.6356, -1.6393], [0.6138, -2.5979, -1.1583], [1.2542, 0.7629, -1.0304], [2.4258, 0.1788, 1.1338], [0.8785, 0.2208, 1.9931], [1.5625, 1.7089, 1.3122]], "charge": 0, "homo_ha": [-0.2970, -0.2969], "lumo_energy_ha": [-0.009, -0.009]}



#3
{"formula": "C5H7N3", "method": "wB97M-V/def2-TZVPD", "species": ["C", "C", "C", "C", "C", "N", "N", "N", "H", "H", "H", "H", "H", "H", "H"], "coordinates": [[0.0238, 1.9067, 1.1039], [1.3259, -0.0532, -0.5957], [-0.1181, -0.9332, 1.1903], [-1.3016, -0.0538, -0.8444], [-0.0426, 0.1015, 0.0919], [-0.1792, 2.8560, 1.7365], [1.4270, -0.5354, -1.9653], [1.6282, 0.6752, -1.8047], [2.2611, -0.2492, 0.0446], [0.7703, -0.7267, 1.8224], [0.0286, -1.9165, 0.8560], [-1.0248, -0.7731, 1.7596], [-1.1984, -1.0542, -1.2913], [-2.2825, -0.0062, -0.4020], [-1.3177, 0.7620, -1.7017]], "charge": 0, "homo_ha": -0.3995, "lumo_energy_ha": -0.010}



The calculated energies rank the structures as follows, beginning with the most stable: #3, #2, #1.



#1
{"formula": "C5H7N3", "method": "wB97M-V/def2-TZVPD", "species": ["C", "N", "N", "C", "C", "C", "N", "C", "H", "H", "H", "H", "H", "H", "H"], "coordinates": [[0.8365, -1.2244, 0.7293], [1.6066, -0.6447, -0.1774], [0.7294, 0.0787, -1.1405], [0.7640, 1.5459, -0.9087], [-0.5206, 0.9210, -0.7480], [-0.8543, 0.4800, 0.5605], [-1.8798, -0.4086, 0.9898], [-0.5945, -0.9905, 0.5572], [1.3293, -1.8718, 1.4863], [0.9622, 2.1815, -1.7717], [1.2693, 1.7468, 0.0009], [-1.1453, 1.0064, -1.6874], [-0.4358, 1.0954, 1.3882], [-2.0659, -0.3423, 2.0731], [-0.8936, -1.3853, -0.3335]], "charge": 0, "homo_ha": -0.3317, "lumo_energy_ha": 0.029, "smiles": "C1=NN2C[C@@H]2[C@H]2N[C@H]12"}



#2
{"formula": "C5H7N3", "method": "wB97M-V/def2-TZVPD", "species": ["H", "N", "C", "C", "C", "N", "N", "C", "C", "H", "H", "H", "H", "H", "H"], "coordinates": [[-0.9446, -2.5669, -0.9544], [-0.3980, -1.7378, -1.2207], [-0.3209, -0.8666, -0.3219], [-0.6177, -1.0466, 1.1348], [-0.4242, 0.0033, 1.8740], [0.1189, 1.1971, 1.3351], [0.4647, 1.4249, 0.0920], [0.2400, 0.4309, -0.6885], [0.7802, 0.5568, -1.9914], [-0.8867, -2.0008, 1.6574], [-0.6534, 0.0761, 2.9713], [0.4991, 1.8971, 2.0632], [1.5526, -0.3305, -2.2515], [-0.0616, 0.7365, -2.8823], [1.2510, 1.5329, -2.0905]], "charge": 0, "homo_ha": -0.2987, "lumo_energy_ha": 0.029, "smiles": "[H]/N=c1\\cc[nH]nc1C"}



The calculated energies rank the structures as follows, beginning with the most stable: #2, #1.



#1
{"formula": "CHNOS", "method": "wB97M-V/def2-TZVPD", "species": ["C", "N", "O", "S", "H"], "coordinates": [[-2.9315, -0.2796, 0.0928], [-0.0998, 0.9739, 0.1262], [-1.9113, -0.7892, 0.1098], [-4.3613, 0.2654, -0.0399], [-0.3121, 1.2421, -0.8302]], "charge": 0, "homo_ha": [-0.3928, -0.3934], "lumo_energy_ha": [-0.040, -0.039]}



#2
{"formula": "CHNOS", "method": "wB97M-V/def2-TZVPD", "species": ["C", "N", "H", "O", "S"], "coordinates": [[0.2309, 1.0410, -1.1456], [-0.1551, 1.2637, -0.0793], [0.4930, 0.8864, -2.0960], [-2.1445, -3.0263, 1.4848], [-1.2682, -2.0462, 0.8608]], "charge": 0, "homo_ha": [-0.3335, -0.3340], "lumo_energy_ha": [-0.048, -0.048], "smiles": "C#N.O=S"}



The calculated energies rank the structures as follows, beginning with the most stable: #2, #1.